{
  "formula": "C3H6BrFO",
  "method": "ωB97M-V/def2-TZVPD",
  "species": ["C", "C", "C", "O", "F", "Br", "H", "H", "H", "H", "H", "H"],
  "xyz": [[1.0511, -0.0135, 0.9657], [-0.3296, 0.5083, 0.7245], [-0.5665, 0.1475, -1.7156], [-1.4218, -0.1197, 1.1333], [0.0080, 1.2125, -2.3734], [0.2610, -1.5633, -1.9774], [1.7270, 0.6759, 1.3892], [1.1414, -0.8160, 1.6128], [1.5027, -0.4744, 0.1523], [-0.4696, 1.5198, 0.4800], [-1.6354, -0.0440, -1.8919], [-1.2682, -1.0329, 1.5006]],
  "lowdin_charge": [-0.08, -0.21, -0.64, 0.01, -0.12, 0.62, 0.08, 0.06, 0.00, 0.10, 0.03, 0.15],
  "homo_energy_ha": [-0.276, -0.276],
  "gap_ev": [8.09, 8.11],
  "e_above_lowest_kj_mol": 294.1,
  "total_charge": 0
}